Below is a gas-phase ion, C4H6NOS (charge +1) at a distorted geometry, with properties calculated with ωB97M-V/def2-TZVPD.

Output
* E_LUMO: -0.1992 Ha
* E: -683.70509 Eh
* frontier orbital gap: 8.23 eV
* highest occupied orbital energy: -0.5018 Ha
* charge: +1

Each atom is followed by the atoms it is bonded to, with distances in Å.
Positions of all 13 atoms, in Å:
1 C 2.373 -0.880 0.196  S7 1.594, H8 1.164
2 C 0.306 -0.949 -0.138  N5 1.369, S7 1.758, H9 1.047
3 C -0.650 0.960 0.923  N5 1.424, O6 1.282
4 C -1.308 0.580 -1.412  N5 1.504, H10 1.070, H11 1.104, H12 1.095
5 N -0.614 0.063 -0.182  C2 1.369, C3 1.424, C4 1.504
6 O -0.471 0.400 2.062  C3 1.282, H13 0.968
7 S 1.298 -1.462 1.219  C1 1.594, C2 1.758
8 H 3.381 -0.522 0.656  C1 1.164
9 H 0.660 -1.402 -1.014  C2 1.047
10 H -1.126 -0.068 -2.244  C4 1.070
11 H -2.404 0.615 -1.291  C4 1.104
12 H -0.910 1.594 -1.529  C4 1.095
13 H -0.536 1.072 2.756  O6 0.968

natural (NBO) population analysis, charges in e, atoms 1 to 6:
1 C -0.3952
2 C 0.0103
3 C 0.4037
4 C -0.4021
5 N -0.4442
6 O -0.6434